No. 1
# C5H12Si

2 unconnected molecules or ions with the total composition C5H12Si (the ωB97M-V functional and the def2-TZVPD basis, the Open Molecules 2025 dataset).

Geometry as XYZ:
```
18
C5H12Si, DFT the ωB97M-V functional and the def2-TZVPD basis
C 0.070 -0.681 1.524
C -1.008 0.026 1.227
C -2.337 -0.609 0.959
C -0.989 1.523 1.144
C 2.414 -1.040 -2.074
Si 1.068 0.289 -2.373
H 0.047 -1.754 1.560
H -2.785 -0.187 0.060
H -2.246 -1.684 0.839
H -3.015 -0.412 1.790
H -1.266 1.835 0.139
H -0.002 1.911 1.374
H -1.708 1.951 1.840
H 3.232 -0.988 -2.794
H 2.844 -0.912 -1.079
H 2.005 -2.048 -2.117
H 1.965 1.403 -2.808
H 1.020 -0.218 1.737
```

Output
Energy above the lowest of the compared OMol25 structures with the same formula, charge and spin ... 50.3 kcal per mole
HOMO energy ... -0.301 Ha
Total energy ... -487.095649 a.u.


No. 2
# C5H13AlClI2N2O2P

A molecular structure, C5H13AlClI2N2O2P in a non-equilibrium geometry (the ωB97M-V functional and the def2-TZVPD basis, the Open Molecules 2025 dataset).

Geometry as XYZ:
```
27
C5H13AlClI2N2O2P, DFT the ωB97M-V functional and the def2-TZVPD basis
I -0.483 4.141 1.215
I 2.126 3.067 0.832
Al -0.121 0.374 0.787
P -0.549 0.360 -1.510
C 0.519 0.225 -2.994
C -2.001 -0.504 -2.163
H -1.846 2.293 -0.951
H -1.403 2.125 -2.709
H -0.205 2.761 -1.492
C -1.048 2.083 -1.670
H -2.838 -0.416 -1.458
H -2.233 0.010 -3.115
H -0.083 0.573 -3.860
H 0.824 -0.816 -3.191
H -1.757 -1.558 -2.362
H 1.415 0.861 -2.920
C 1.916 -0.217 -0.600
O 2.812 -0.924 -0.752
Cl -2.065 0.682 1.653
N 1.360 -1.013 3.991
C 0.725 -1.639 2.980
N 0.477 -2.935 3.190
O 0.418 -1.069 1.845
H 1.614 -1.584 4.819
H 1.613 -0.044 3.895
H 0.023 -3.465 2.462
H 0.788 -3.370 4.077
```

Output
Energy above the lowest of the compared OMol25 structures with the same formula, charge and spin ... 0.8 kcal per mole
HOMO energy ... -0.589 Ha
Total charge ... +2
Total energy ... -2097.241305 a.u.


No. 3
# C5H13AlNO2

A molecular structure, C5H13AlNO2 (the ωB97M-V functional and the def2-TZVPD basis, the Open Molecules 2025 dataset).

Geometry as XYZ:
```
22
C5H13AlNO2, DFT the ωB97M-V functional and the def2-TZVPD basis
N -0.955 1.286 2.752
C 0.170 1.750 1.944
C 0.019 1.434 0.452
O -1.249 1.934 -0.014
C 0.155 -0.032 0.107
Al -0.794 -0.704 -1.565
C 0.324 -2.313 -2.285
C 1.480 -2.606 -1.457
O 2.661 -2.508 -1.757
H -0.666 0.746 3.551
H -1.566 2.027 3.055
H 0.333 2.831 2.069
H 1.080 1.254 2.291
H 0.816 1.999 -0.055
H -1.181 2.883 -0.133
H 1.226 -0.261 0.043
H -0.229 -0.626 0.948
H -0.877 0.379 -2.773
H -2.267 -1.295 -1.185
H 0.642 -2.100 -3.309
H -0.360 -3.166 -2.266
H 1.236 -2.912 -0.412
```

Output
HOMO energy ... -0.180 Ha
Total charge ... -1
Total energy ... -645.996525 a.u.


No. 4
# C5H13BN

A gas-phase ion, C5H13BN (charge +1) in a non-equilibrium geometry (the ωB97M-V functional and the def2-TZVPD basis, the Open Molecules 2025 dataset).

Geometry as XYZ:
```
20
C5H13BN, DFT the ωB97M-V functional and the def2-TZVPD basis
B -1.913 -0.144 -0.054
C -0.818 -1.210 0.210
C 0.756 1.469 -0.154
C 0.545 -1.079 -0.349
C -3.181 0.622 -0.056
C 2.657 0.001 0.002
N 1.212 0.123 0.269
H -0.865 -1.330 1.230
H -1.360 -2.144 -0.319
H 0.709 1.743 -1.246
H 0.527 2.201 0.650
H 1.253 -1.980 -0.078
H 0.487 -0.907 -1.379
H -3.331 0.861 1.022
H -4.090 0.134 -0.330
H -3.119 1.791 -0.333
H 3.106 -0.909 0.058
H 2.926 0.212 -0.980
H 3.296 0.606 0.546
H 1.204 -0.061 1.292
```

Output
Energy above the lowest of the compared OMol25 structures with the same formula, charge and spin ... 105.8 kcal per mole
HOMO energy (spin up / spin down) ... -0.389 / -0.401 Ha
Total charge ... +1
Total energy ... -277.468993 a.u.


No. 5
# C5H13BNO

A gas-phase ion, C5H13BNO (charge +1) in a non-equilibrium geometry (the ωB97M-V functional and the def2-TZVPD basis, the Open Molecules 2025 dataset).

Geometry as XYZ:
```
21
C5H13BNO, DFT the ωB97M-V functional and the def2-TZVPD basis
C 3.092 0.932 -0.478
C 3.391 -0.314 0.328
O 2.294 -1.118 0.176
B 1.026 -1.176 0.224
C -0.420 -1.219 0.415
C -1.359 -1.207 -0.703
N -2.432 0.151 -0.664
C -2.722 0.437 0.865
H 3.203 0.770 -1.476
H 2.120 1.166 -0.163
H 3.869 1.668 -0.315
H 3.661 -0.228 1.353
H 4.333 -1.005 -0.055
H -0.888 -1.654 1.229
H -0.998 -1.089 -1.768
H -2.000 -2.000 -0.624
H -3.141 -0.092 -1.340
H -1.868 0.967 -0.898
H -3.516 -0.344 1.026
H -3.101 1.509 0.972
H -1.830 0.295 1.491
```

Output
Structure (SMILES) ... CCO/B=C/C[NH2+]C
Energy above the lowest of the compared OMol25 structures with the same formula, charge and spin ... 70.0 kcal per mole
HOMO energy ... -0.454 Ha
Total charge ... +1
Total energy ... -352.835556 a.u.


No. 6
# C5H13BrN

A gas-phase ion, C5H13BrN (charge +1) in a non-equilibrium geometry (the ωB97M-V functional and the def2-TZVPD basis, the Open Molecules 2025 dataset).

Geometry as XYZ:
```
20
C5H13BrN, DFT the ωB97M-V functional and the def2-TZVPD basis
C -0.550 1.267 -0.701
C -0.469 -0.001 0.070
C -1.897 -0.501 0.358
N 0.189 0.274 1.484
C 0.452 -1.080 -0.358
C 1.917 -0.340 -1.111
Br 3.029 0.648 0.200
H 0.408 1.639 -0.716
H -1.254 2.010 -0.135
H -1.002 1.046 -1.650
H -2.490 0.280 0.781
H -2.553 -0.742 -0.551
H -1.968 -1.367 1.113
H -0.431 1.082 1.838
H 1.283 0.493 1.242
H 0.161 -0.672 2.109
H 0.181 -1.707 -1.093
H 0.839 -1.716 0.508
H 1.598 0.434 -1.733
H 2.558 -1.047 -1.655
```

Output
Structure (SMILES) ... CC(C)([NH3+])CCBr
Energy above the lowest of the compared OMol25 structures with the same formula, charge and spin ... 49.5 kcal per mole
HOMO energy ... -0.531 Ha
Total charge ... +1
Total energy ... -2826.767324 a.u.